(1)
20
Properties=species:S:1:pos:R:3 method="wB97M-V/def2-TZVPD" homo_ev=-12.84 total_charge=+1 e_lumo_ev=-3.13 homo_lumo_gap_ev=9.71 smiles=NCC[NH2+]CCS
H -3.224 -0.411 2.073
H -2.493 1.292 3.238
H -0.111 -0.618 -0.775
H 1.022 -1.682 0.004
H 0.735 -0.192 1.938
H -1.367 -1.475 0.481
N -2.007 1.281 2.344
H -2.923 0.362 0.575
C 1.521 0.420 -0.932
C -2.452 0.145 1.533
C -1.295 -0.804 1.329
C 0.762 -0.637 -0.110
H -0.061 0.854 1.213
H 2.457 0.575 -0.386
H -1.135 -1.505 2.148
S 1.943 -0.101 -2.609
N 0.076 -0.168 1.159
H -2.441 2.134 1.987
H 0.659 -0.355 -2.932
H 1.014 1.377 -1.020

***

(2)
20
Properties=species:S:1:pos:R:3 method="wB97M-V/def2-TZVPD" homo_ev=-12.59 total_charge=+1 e_lumo_ev=-3.59 homo_lumo_gap_ev=9.00 smiles=CNC[C@H]([NH3+])CS
C -0.990 2.266 -0.599
N -1.635 0.944 -0.352
C 0.622 -0.037 1.124
C -1.183 -0.451 -0.477
H -0.249 2.460 0.169
H 0.887 0.151 -1.033
H 0.804 -2.062 -1.446
H -1.379 -0.689 -1.531
H 0.312 -2.649 0.052
H 0.349 -0.749 1.901
C 0.400 -0.494 -0.287
H -0.496 2.365 -1.584
H -1.477 -1.123 0.335
S 2.519 -0.004 1.566
N 0.833 -1.915 -0.430
H 1.732 -1.986 0.095
H 3.018 -0.932 2.405
H -2.481 1.012 -0.900
H -1.767 2.990 -0.431
H 0.181 0.900 1.422

***

(3)
20
Properties=species:S:1:pos:R:3 method="wB97M-V/def2-TZVPD" homo_ev=-11.99 total_charge=+1 e_lumo_ev=-3.46 homo_lumo_gap_ev=8.53 smiles=[NH3+]CCNCCS
H -1.503 -0.113 1.190
N 1.153 2.020 1.021
H 0.796 2.105 1.976
H -2.769 -2.103 -2.660
H 0.296 2.110 0.459
C -0.976 -0.050 -0.798
H -2.004 0.226 -0.969
H 1.830 2.746 0.803
C -0.837 -1.500 -1.270
H 0.153 -1.895 -1.389
H 0.442 -0.551 2.224
H -0.346 0.635 -1.371
H 2.580 0.470 1.317
C 0.549 -0.343 1.163
H -1.331 -2.119 -0.531
H 0.762 -1.304 0.676
S -1.536 -1.666 -2.947
H 1.789 0.538 -0.307
C 1.661 0.625 0.774
N -0.709 0.169 0.638

***

Question: of the structures shown, which is the least stable? Reply: (2).